1.
A cluster of 2 separate species, C3H8N2O in total in a non-equilibrium geometry, computed with ωB97M-V with the def2-TZVPD basis set.

Geometry as XYZ:
```
14
Properties=species:S:1:pos:R:3:forces:R:3:mulliken_charge:R:1
N -0.87543 1.01546 -0.80348 -0.028 -2.483 0.921 -0.459
N -1.82097 1.58506 0.10545 -0.453 0.211 0.223 -0.539
H -1.47131 2.47547 0.46987 0.191 -0.320 -0.302 0.262
H -1.85928 1.00256 0.94825 0.258 0.059 -0.294 0.266
H -0.23819 1.67423 -1.24861 -0.430 -0.946 0.028 0.304
H -0.83595 -0.09890 -0.74195 0.018 3.880 -1.059 0.388
C 0.76057 0.36805 0.57124 0.254 -3.209 1.322 0.022
C 0.39401 -1.24169 0.32404 1.948 1.734 0.856 -0.310
C 1.11763 -1.97838 -0.52628 -0.920 0.372 -0.112 -0.590
O 0.57806 0.85141 1.67856 -0.288 -0.048 -1.291 -0.554
H 1.60050 0.64345 -0.08452 -0.301 0.459 -0.299 0.354
H -0.10320 -1.71341 1.16791 -0.411 0.132 -0.203 0.350
H 1.02505 -3.06080 -0.55894 0.070 0.134 0.061 0.278
H 1.72849 -1.52250 -1.30154 0.093 0.026 0.150 0.228
```
Forces are in eV/Å.

Summary:
SMILES: C=CC=O.NN


2.
A cluster of 2 separate species, C9H14 in total in a non-equilibrium geometry, computed with ωB97M-V with the def2-TZVPD basis set.

Geometry as XYZ:
```
23
Properties=species:S:1:pos:R:3:forces:R:3:mulliken_charge:R:1
C 2.72439 -0.60761 0.87453 -0.325 0.075 0.086 -0.576
C 2.62821 0.84303 1.41288 -0.815 -0.925 -0.217 -0.685
H 3.00393 -1.35822 1.62092 0.141 0.346 0.071 0.299
H 1.77221 -0.96893 0.47889 0.068 0.173 -0.213 -0.019
H 3.46764 -0.62769 0.08880 0.089 -0.319 -0.254 0.303
H 2.90376 0.82741 2.46902 0.287 0.680 -0.269 0.255
H 3.16518 1.50525 0.74688 0.733 0.218 0.461 0.295
H 1.61432 1.23398 1.31865 -0.216 -0.252 0.312 0.135
C -1.04275 -2.22491 -0.98654 -0.161 0.742 -0.965 -1.627
C -1.81409 1.94193 -0.19433 0.110 0.141 -0.181 -0.524
C -1.45385 1.09093 0.84169 -1.031 0.175 -0.222 -0.476
C -1.85226 1.46116 -1.48974 0.209 -0.479 -0.109 -0.337
C -1.24099 -0.25685 0.58402 1.660 0.381 -0.238 -0.398
C -1.62305 0.11038 -1.74577 0.069 0.674 -0.155 -0.486
C -1.25354 -0.74745 -0.72417 -0.633 -0.603 0.532 0.891
H -2.04149 2.98637 -0.02260 0.113 -0.006 0.170 0.375
H -1.48708 1.50455 1.83684 0.367 -0.205 0.286 0.392
H -1.99175 2.12753 -2.32624 -0.331 0.123 -0.043 0.368
H -0.72095 -0.85059 1.32927 -0.653 -0.248 0.277 0.327
H -1.71270 -0.21702 -2.77270 0.157 -0.267 -0.032 0.362
H -0.42347 -2.36045 -1.87072 0.409 -0.012 0.066 0.368
H -1.99287 -2.63758 -1.31303 -0.258 -0.323 0.369 0.422
H -0.62879 -2.77520 -0.15656 0.010 -0.089 0.267 0.335
```
Forces are in eV/Å.

Summary:
SMILES: Cc1ccccc1.CC


3.
A cluster of 3 separate species, C4H14NO3 in total in a non-equilibrium geometry, computed with ωB97M-V with the def2-TZVPD basis set.

Geometry as XYZ:
```
22
Properties=species:S:1:pos:R:3:forces:R:3:mulliken_charge:R:1
C -1.73116 -0.15489 -0.84081 1.512 -1.649 1.514 -1.348
C -0.92182 1.13751 -0.63063 -0.374 -2.413 0.835 0.263
C -1.36227 1.62145 0.74760 3.070 -0.290 -0.252 -1.346
N 0.48850 0.63997 -0.65846 -0.284 1.914 -0.004 -0.366
C 0.75725 -0.52008 0.26747 -1.207 -0.442 -2.090 -0.746
O 0.37407 -0.34482 1.48444 0.980 1.201 3.403 -0.768
H -1.67835 -0.80262 0.23202 -0.079 1.654 -3.171 0.217
H -2.76156 0.02249 -1.02230 -1.010 0.165 -0.457 0.456
H -1.19710 -0.69103 -1.67458 -1.042 -0.003 0.772 0.344
H -1.12053 1.90889 -1.41247 0.310 -0.550 0.377 0.282
H -1.26371 0.84741 1.51112 0.163 0.173 -0.374 0.281
H -0.61832 2.38344 0.93429 -0.240 0.802 0.892 0.334
H -2.32279 1.95099 0.71297 -2.869 1.494 -0.102 0.514
H 1.07893 1.41995 -0.25540 -0.672 -1.142 -0.535 0.240
H 0.19932 -1.45831 0.01792 0.890 0.285 -1.688 0.450
H 1.79469 -0.56143 0.00643 1.682 -0.895 0.437 0.350
H 2.61218 -0.59939 -2.00361 -1.073 0.052 0.779 0.399
H 3.16964 0.01891 -3.29893 0.699 -1.699 2.323 0.318
O 3.41938 -0.58268 -2.49654 0.270 1.719 -3.035 -0.700
H 0.64476 -2.35601 3.46666 -0.986 -0.486 -0.532 0.232
H 0.45507 -1.50572 2.18123 -1.996 -0.498 0.131 0.379
O -0.01619 -2.37404 2.73159 2.255 0.607 0.778 -0.783
```
Forces are in eV/Å.

Summary:
total charge: -1


These records have HOMO values of -8.162, -9.069, -3.803 eV, in the order they appear.
These records have energy above the lowest of the compared OMol25 structures with the same formula, charge and spin values of 4.878, 0.504, 2.495 eV, in the order they appear.